[1]
Below is a cluster of 2 separate species, C3H9O2P2 in total, with properties calculated with wB97M-V/def2-TZVPD.

Computed properties:
Net charge: -1
Orbital gap: 0.2668 hartree

Last column: Löwdin charge in e.
Element x y z (Å)
C1 1.789077 0.990952 -1.140238  -0.240
C2 -2.187593 -0.994066 1.427246  -0.310
C3 0.779606 0.263914 -2.044015  -0.621
O1 0.025817 -1.985882 0.407860  -0.437
O2 0.304039 0.551690 2.467346  -0.519
P1 -1.044243 0.324051 -1.382693  0.502
P2 -0.752077 -0.764709 0.394188  0.374
H1 1.527563 2.011762 -1.148325  0.032
H2 1.932383 0.500028 -0.146099  0.067
H3 2.736053 0.797207 -1.633111  0.044
H4 -3.065464 -0.232635 1.375203  0.069
H5 -2.497717 -2.091841 1.414578  0.055
H6 -1.808948 -0.842297 2.433630  0.004
H7 1.172109 -0.838576 -1.945149  0.073
H8 0.810571 0.788462 -3.018853  0.035
H9 0.278823 1.521940 2.538434  -0.129

Atomic forces in eV per Å
0.2 -2.0 -0.1
-2.2 0.1 1.0
0.1 -1.9 1.8
1.8 -1.6 0.4
-0.5 -0.5 -0.9
0.8 0.2 0.5
-0.8 2.4 -0.4
0.1 1.3 0.7
-0.7 0.8 -0.5
0.6 0.6 -0.2
1.5 -1.4 -0.5
0.1 1.5 -0.4
0.4 0.1 0.2
-1.0 1.8 -1.3
-0.1 -1.0 0.2
-0.1 -0.5 -0.4

***

[2]
Below is a structure of composition C41H48Cl4N4O8PS2V, with properties calculated with wB97M-V/def2-TZVPD.

Computed properties:
Net charge: +1
Orbital gap (spin up / spin down): 0.2548 / 0.2788 hartree
Spin multiplicity: 2

Last column: Mulliken spin population.
Element x y z (Å)
V1 0.156441 -0.150465 1.332276  1.037
O1 -1.750773 0.215597 4.451244  -0.004
S1 -0.712557 -0.755347 4.306362  0.004
O2 0.325751 -0.978865 5.247299  -0.004
O3 0.189672 -0.266059 3.006093  0.017
C1 -1.501682 -2.227337 3.892231  -0.003
C2 -2.806476 -2.331585 4.371288  0.002
C3 -3.520017 -3.475295 4.083824  0.000
C4 -3.054083 -4.462861 3.219464  0.000
C5 -1.790837 -4.301587 2.640788  -0.002
C6 -1.050390 -3.259637 3.012880  0.004
S2 0.552663 -3.186813 2.262601  -0.002
O4 0.774619 -4.409547 1.479070  -0.001
O5 1.556735 -2.866590 3.190378  0.004
O6 0.286791 -2.073249 1.213270  -0.032
H1 -3.179617 -1.635285 5.084929  0.000
H2 -4.515555 -3.615678 4.494614  0.000
H3 -3.622294 -5.400354 3.096180  0.000
H4 -1.373297 -5.100615 2.066812  0.000
N1 -9.743305 3.131739 0.050460  0.000
C7 -8.625105 2.886901 0.141359  -0.001
C8 -7.276500 2.427887 0.296066  0.001
C9 -6.887116 1.681610 -0.786754  0.000
C10 -5.697588 0.953477 -0.761113  0.001
C11 -4.961387 1.035728 0.460012  -0.004
C12 -5.382931 1.793812 1.570501  0.001
C13 -6.597530 2.455808 1.506888  0.001
N2 -3.770907 0.322241 0.511313  -0.001
C14 -3.624999 -0.933207 -0.014282  0.009
C15 -2.350494 -1.366357 0.250028  0.031
N3 -1.728030 -0.302737 0.887993  0.005
C16 -2.630486 0.624678 1.146960  0.009
H5 -7.475401 1.581962 -1.675627  0.000
H6 -5.528569 0.284513 -1.626182  0.000
H7 -4.903012 1.556674 2.525272  0.000
H8 -6.982439 2.930506 2.347201  0.000
H9 -4.437355 -1.380361 -0.551528  0.000
H10 -1.836356 -2.305238 0.034589  0.004
H11 -2.631266 1.579052 1.641381  0.001
Cl1 -0.572739 0.179620 -5.083245  0.000
C17 -1.623526 1.179644 -4.041542  0.000
C18 -1.751025 2.582021 -4.232497  0.000
C19 -2.614391 3.204954 -3.388424  0.000
C20 -3.289152 2.500955 -2.358137  0.000
N4 -2.951427 1.233084 -2.116788  0.000
C21 -2.173670 0.519304 -2.922058  0.000
H12 -1.200312 2.984640 -5.082956  0.000
H13 -2.700370 4.265713 -3.454278  0.000
H14 -3.920739 2.904390 -1.671599  0.000
H15 -2.132741 -0.501338 -2.745325  0.000
Cl2 1.326630 3.807756 2.725427  0.001
C22 -0.241460 3.864667 1.810091  -0.004
Cl3 -0.499110 5.450651 1.117859  0.000
Cl4 -1.571448 3.514910 2.956659  0.000
C23 -0.468684 2.798321 0.741585  -0.017
O7 -1.223200 2.978685 -0.185542  0.009
O8 0.221920 1.701894 1.015598  -0.010
C24 3.283193 2.660035 -3.265232  -0.001
C25 3.684589 3.119661 -1.855617  0.001
C26 2.912009 2.394465 -0.749368  0.001
C27 2.646847 0.976118 -1.267055  -0.016
C28 1.563774 0.952570 -2.429891  0.003
C29 1.836279 2.281685 -3.283559  0.001
P1 2.176933 -0.381208 -0.107475  -0.019
C30 3.510940 -0.389282 1.134107  -0.025
C31 3.337684 0.617585 2.267325  0.010
C32 4.175015 0.006786 3.504845  0.001
C33 5.548342 -0.584762 3.038799  0.000
C34 5.920019 0.130724 1.679152  0.000
C35 4.933734 -0.329886 0.585048  -0.003
C36 2.012499 -1.895416 -1.147688  -0.007
C37 0.642962 -2.025045 -1.827142  0.004
C38 0.313095 -3.369913 -2.393191  0.000
C39 1.556712 -4.090604 -3.071795  0.000
C40 2.548323 -2.943519 -3.399816  0.000
C41 3.120377 -2.326960 -2.129422  -0.002
H16 3.831045 1.750737 -3.598004  0.000
H17 3.432724 3.403768 -4.029491  0.000
H18 3.386692 4.160758 -1.845848  0.000
H19 4.750303 2.924296 -1.609314  0.000
H20 1.936228 2.820140 -0.504595  0.001
H21 3.439425 2.371285 0.166007  0.001
H22 3.584451 0.544409 -1.714519  -0.001
H23 0.621526 1.059915 -1.923966  0.001
H24 1.817542 0.046163 -3.016883  0.001
H25 1.195581 3.141636 -2.957667  0.000
H26 1.473855 2.068654 -4.295013  0.000
H27 3.420114 -1.330327 1.670271  -0.002
H28 2.340986 0.741848 2.725118  -0.007
H29 3.667034 1.656553 2.032690  0.003
H30 3.565072 -0.776770 3.941555  0.000
H31 4.320122 0.877465 4.190749  0.000
H32 5.401189 -1.638625 2.808205  0.000
H33 6.241988 -0.408746 3.827149  0.000
H34 6.967313 0.072775 1.395996  0.000
H35 5.914174 1.251807 1.846636  0.000
H36 5.431702 -1.190513 0.100374  0.000
H37 4.937578 0.427997 -0.217253  0.000
H38 1.971726 -2.675756 -0.384522  0.004
H39 0.576952 -1.297259 -2.590999  0.000
H40 -0.158179 -1.763694 -1.132765  -0.001
H41 -0.438039 -3.195705 -3.199191  0.000
H42 -0.139607 -4.009753 -1.586095  0.000
H43 1.297490 -4.657943 -4.002805  0.000
H44 2.000069 -4.850945 -2.403430  0.000
H45 2.083562 -2.288462 -4.119845  0.000
H46 3.413934 -3.280644 -4.043590  0.000
H47 3.685842 -1.532417 -2.560260  0.000
H48 3.797403 -3.072664 -1.741694  -0.001

Atomic forces in eV per Å
0.5 -0.2 -1.3
0.5 0.0 0.0
1.6 1.0 0.5
-0.6 0.1 0.4
-0.8 -0.1 1.8
-1.0 -1.4 -1.6
1.0 -0.6 0.1
-1.1 -1.0 -0.6
-0.1 0.0 0.5
-2.0 -2.0 0.7
1.9 2.6 0.9
0.0 -2.5 -3.3
-0.8 1.7 1.1
0.9 1.1 1.3
0.1 0.0 0.3
-0.3 0.6 0.1
0.2 0.1 0.2
0.3 0.7 -0.2
0.3 -0.1 -0.5
0.0 0.1 -0.1
-0.5 0.5 0.7
-1.3 0.1 0.1
1.9 -1.1 -0.5
-0.6 0.3 1.2
-1.3 0.9 -1.3
0.0 -1.5 -0.4
1.2 -0.6 -1.5
1.1 -1.7 1.2
0.8 -1.0 -0.4
-1.1 0.5 -0.6
0.3 -0.4 0.9
-1.5 1.0 -1.4
-0.5 0.3 -0.1
0.6 0.6 0.9
0.0 0.6 -0.3
-0.7 0.8 1.2
0.0 -0.3 0.0
-0.3 0.6 0.1
1.0 0.0 0.3
-0.6 0.7 0.3
0.8 -0.7 0.4
0.6 -3.0 -0.6
-1.0 0.6 1.2
3.9 -1.7 -2.6
-1.3 -0.3 0.4
-0.4 3.7 -1.7
-0.3 0.4 0.4
-0.4 0.6 -0.1
-1.7 1.5 1.6
0.6 -1.8 0.2
-0.9 -0.1 -0.8
0.1 0.8 0.8
0.3 0.1 0.0
0.1 0.0 0.3
0.5 -0.9 -0.8
0.7 -0.3 0.8
-0.5 0.2 -0.3
0.4 -1.4 -0.1
0.1 -0.2 0.1
-1.2 -1.0 -1.0
-0.4 -1.3 -0.7
2.8 2.2 0.3
-1.9 -0.9 0.1
0.4 1.1 -0.7
-0.1 -1.3 0.3
0.7 0.4 1.8
0.2 1.5 -1.3
-1.3 1.2 -1.7
0.0 1.3 1.5
1.5 1.5 -0.8
0.1 -1.3 0.6
-0.2 0.9 0.8
-0.1 -2.0 -0.6
-0.2 0.4 -0.2
0.7 -2.2 -1.0
-0.6 0.3 -1.1
0.1 0.6 0.2
0.4 0.5 -0.1
0.6 0.5 0.4
-0.5 0.7 -0.6
0.1 0.3 -0.2
0.8 0.1 0.9
-0.6 0.5 0.4
-0.9 -0.6 -0.4
-0.9 0.7 0.2
0.4 -0.7 0.2
0.2 0.1 0.0
-0.3 -0.6 -0.1
0.1 -0.2 -0.8
-0.1 -0.9 0.0
-0.1 0.1 0.4
-0.1 -1.0 -0.2
0.4 -0.2 0.3
0.8 -0.2 0.4
0.1 -1.0 -0.2
-0.7 -1.0 -0.1
-1.1 -0.3 0.4
0.2 -0.1 0.3
0.2 0.0 0.3
-0.1 0.6 -0.9
0.1 0.1 0.1
0.3 -0.3 0.7
0.4 0.4 -0.9
-0.1 0.6 0.8
0.0 0.5 -0.1
-0.5 0.8 0.2
-0.6 -0.1 0.9
0.8 1.1 0.4
0.2 0.0 0.6

***

[3]
Below is a cluster of 2 separate species, C5H13P in total, with properties calculated with wB97M-V/def2-TZVPD.

Computed properties:
Net charge: 0
Orbital gap: 0.3617 hartree

Last column: Löwdin charge in e.
Element x y z (Å)
C1 -2.110207 1.003537 -1.411276  -0.306
C2 4.636662 0.547378 -0.083716  -0.103
C3 -1.894640 0.587398 1.385860  -0.337
C4 -1.835749 -1.584278 -0.224487  -0.368
C5 3.967305 -0.448062 0.383326  -0.105
P1 -0.967100 0.066034 -0.206376  0.786
H1 -2.408003 0.360829 -2.247910  0.027
H2 -2.832567 1.170057 -0.667885  -0.024
H3 5.546361 0.410535 -0.693186  0.055
H4 -1.669030 1.846928 -1.979752  0.035
H5 4.451532 1.607764 0.070165  0.048
H6 -1.336600 0.262242 2.249772  0.010
H7 -2.042850 1.766081 1.267893  0.077
H8 -2.876630 0.179122 1.450175  -0.002
H9 -2.836847 -1.602880 0.349185  0.053
H10 -1.906579 -1.994729 -1.233740  0.016
H11 -1.149248 -2.239966 0.424719  0.042
H12 2.993588 -0.439845 0.879523  0.044
H13 4.270600 -1.498145 0.287709  0.052

Atomic forces in eV per Å
2.0 -1.0 -1.0
2.1 2.0 -1.2
0.9 2.9 -1.6
0.3 -0.9 1.8
-1.8 -2.7 1.0
-1.2 0.0 0.3
-0.4 -0.3 0.6
-1.8 1.0 -0.1
-0.4 -0.2 0.5
-0.2 0.0 1.2
-0.6 -0.2 0.0
0.2 0.4 0.4
0.6 -2.4 0.9
-0.8 -0.4 -0.2
1.3 0.2 -1.3
-0.1 -0.1 0.2
-1.0 0.6 -1.1
0.3 0.8 0.1
0.3 0.5 -0.4

***

One value per record, in order, for energy: -952.8701; -6334.3468; -539.5708 a.u..
One value per record, in order, for energy relative to the best compared isomer or geometry (same formula, charge and spin): 300.7; 171.1; 157.5 kJ/mol.